336
Properties=species:S:1:pos:R:3 method="wB97M-V/def2-TZVPD" homo_ev=-8.357 lumo_energy_ev=0.6 e_above_lowest_ev=5.734 e_tot_ev=-168681.2509
C 2.3518 10.8885 15.1482
O 1.5073 10.6962 14.0786
C 1.3820 9.3707 13.5484
C 0.1761 9.2355 12.6182
N 0.4726 9.9573 11.3331
C -0.5801 9.9938 10.3115
C -1.6761 11.0513 10.5940
O -1.1902 12.3907 10.5954
C -0.5429 12.8989 9.4573
H 2.7681 11.8844 14.9963
H 3.1697 10.1691 15.1897
H 1.7516 10.9104 16.0578
H 1.1703 8.7658 14.4300
H 2.2751 9.0311 13.0239
H -0.6685 9.6844 13.1411
H -0.0826 8.1794 12.5428
H 0.6579 10.8868 11.6819
H -1.0395 9.0202 10.1408
H 0.0254 10.2214 9.4342
H -2.2427 10.8083 11.4929
H -2.4034 10.9194 9.7929
H -0.8333 12.4333 8.5155
H 0.5357 12.8336 9.6002
H -0.8189 13.9322 9.2474
C 2.0876 13.3449 12.2460
O 1.4480 14.2949 13.0433
C 0.0914 14.6369 12.8124
C -0.8712 13.6881 13.5934
N -0.3869 13.6202 14.9211
C -1.0107 12.4218 15.5755
C -2.4515 12.7182 16.0697
O -3.3500 12.6201 14.9619
C -3.8823 11.2753 14.7459
H 1.6720 12.3558 12.4383
H 3.1448 13.3492 12.5115
H 2.0089 13.4666 11.1657
H -0.2181 14.6477 11.7673
H 0.0219 15.6195 13.2790
H -1.0326 12.7506 13.0613
H -1.8338 14.1830 13.7224
H 0.6069 13.4618 14.8345
H -0.4200 12.1242 16.4418
H -1.0835 11.5316 14.9507
H -2.5732 13.7374 16.4364
H -2.8112 12.0581 16.8590
H -4.7039 11.3436 14.0328
H -4.2326 10.8842 15.7011
H -3.1275 10.5929 14.3551
C 6.0987 7.4006 7.6821
O 6.7946 7.0315 6.4983
C 8.1746 7.2791 6.4174
C 8.4392 8.7846 5.9767
N 8.3266 9.0428 4.5783
C 7.0434 8.5396 4.0582
C 6.6540 9.2285 2.7407
O 7.5263 8.8751 1.6998
C 8.1104 10.0473 1.0990
H 6.3334 6.6621 8.4486
H 5.0182 7.3562 7.5456
H 6.3524 8.3552 8.1431
H 8.6650 6.6518 5.6730
H 8.6075 7.1358 7.4074
H 9.4221 9.1492 6.2752
H 7.7680 9.5380 6.3890
H 9.0138 8.4610 4.1209
H 6.2637 8.7531 4.7893
H 7.1403 7.4559 3.9927
H 6.3591 10.2728 2.8431
H 5.6797 8.7953 2.5141
H 7.3566 10.7783 0.8064
H 8.6818 9.5707 0.3025
H 8.8805 10.5611 1.6742
C 8.0526 15.4251 11.1812
O 8.2662 14.3507 12.0702
C 9.5889 14.3958 12.7536
C 10.0720 13.0087 13.2464
N 10.2242 12.0462 12.1980
C 10.6441 10.7757 12.8573
C 10.7033 9.6428 11.8066
O 9.3857 9.3167 11.3751
C 9.2529 8.3954 10.3157
H 7.1325 15.3736 10.5990
H 8.8569 15.2343 10.4707
H 8.1747 16.4004 11.6525
H 9.4661 15.0834 13.5903
H 10.4440 14.7496 12.1776
H 9.4793 12.7492 14.1235
H 10.9945 13.3517 13.7147
H 9.2874 11.8871 11.8557
H 10.0060 10.5875 13.7208
H 11.6051 10.9913 13.3243
H 11.2156 8.7718 12.2153
H 11.3030 9.9201 10.9396
H 8.2138 8.0688 10.2728
H 9.7127 7.4110 10.4036
H 9.4515 8.8605 9.3502
C -1.0956 13.4273 4.8441
O -1.5372 12.3937 5.7058
C -1.2476 11.1015 5.4464
C -2.1492 10.1601 6.2616
N -3.4111 10.0300 5.5501
C -4.4412 9.2929 6.2211
C -3.9985 7.9679 6.8131
O -3.2686 8.1146 8.1051
C -2.6937 6.9257 8.5203
H -0.0767 13.2956 4.4799
H -1.0907 14.4041 5.3278
H -1.7104 13.4475 3.9443
H -0.2123 10.7827 5.5679
H -1.5087 10.9534 4.3985
H -2.3749 10.5457 7.2558
H -1.6364 9.2003 6.3248
H -3.5751 11.0148 5.3975
H -5.2469 9.0489 5.5287
H -4.8943 9.9241 6.9855
H -3.3612 7.4618 6.0880
H -4.8578 7.3016 6.8881
H -3.3649 6.0842 8.6918
H -2.3026 7.0697 9.5275
H -1.8413 6.7076 7.8770
C 8.6194 12.5695 3.5403
O 7.5868 13.1733 2.7551
C 6.4198 13.6344 3.4739
C 6.5274 15.1240 3.9189
N 6.8906 15.8632 2.6986
C 7.3111 17.2561 2.9165
C 8.1199 17.8762 1.7573
O 9.5465 17.5486 1.8602
C 9.8848 16.1584 1.7740
H 8.8619 13.2136 4.3855
H 9.4904 12.5414 2.8855
H 8.3691 11.5759 3.9121
H 6.2476 13.0449 4.3745
H 5.4714 13.4860 2.9576
H 7.3062 15.2584 4.6695
H 5.5902 15.4546 4.3668
H 7.6414 15.3089 2.3124
H 8.0362 17.2226 3.7297
H 6.5020 17.9670 3.0841
H 8.0455 18.9597 1.8501
H 7.7389 17.5209 0.7999
H 10.9395 16.0678 1.5142
H 9.2383 15.7842 0.9801
H 9.7535 15.5721 2.6834
C 1.5261 6.8863 8.9538
O 0.7229 6.2876 7.9813
C 0.6235 7.0659 6.8201
C 1.9466 6.8746 6.0117
N 1.7436 7.3742 4.6334
C 2.9021 7.2486 3.8418
C 2.6570 7.9506 2.5398
O 2.4169 9.3240 2.6984
C 2.4862 10.1270 1.5590
H 1.0468 7.7346 9.4423
H 2.5129 7.2811 8.7122
H 1.7265 6.0912 9.6720
H 0.4755 8.1130 7.0843
H -0.1949 6.6895 6.2063
H 2.2885 5.8396 6.0078
H 2.7436 7.4422 6.4921
H 1.5144 8.3568 4.5874
H 2.9856 6.1781 3.6544
H 3.8110 7.5749 4.3475
H 1.8839 7.3465 2.0649
H 3.5547 7.8033 1.9394
H 1.7098 9.8360 0.8514
H 3.4657 9.9604 1.1107
H 2.3234 11.1755 1.8083
C 6.4758 15.1691 14.3989
O 5.4145 15.5534 15.2093
C 4.3579 14.5559 15.2763
C 3.1236 15.0492 16.0246
N 3.0613 15.0683 17.4636
C 4.1566 15.8183 17.9539
C 3.9664 16.2008 19.4368
O 2.8055 17.0933 19.5184
C 2.7039 17.6642 20.8256
H 7.1014 14.4346 14.9061
H 7.1125 16.0278 14.1857
H 6.1641 14.6277 13.5057
H 4.7310 13.6532 15.7599
H 4.0557 14.3028 14.2601
H 2.2698 14.4781 15.6600
H 2.7941 15.9763 15.5555
H 2.2128 15.4670 17.8392
H 4.3817 16.7216 17.3870
H 5.0408 15.2147 17.7491
H 4.9025 16.6537 19.7636
H 3.7324 15.3251 20.0423
H 3.1705 18.6484 20.7838
H 3.2399 17.0474 21.5469
H 1.6772 17.6790 21.1916
C 7.4802 14.0649 7.0754
O 6.3071 14.8533 7.1984
C 5.3105 14.2384 8.0799
C 3.9733 14.9052 7.7342
N 3.6100 14.6526 6.3312
C 2.4068 15.3899 5.9008
C 2.2199 15.3303 4.3856
O 3.3230 16.0013 3.7975
C 3.3487 15.8221 2.3478
H 8.1948 14.7736 6.6568
H 7.3266 13.2906 6.3237
H 7.8905 13.7930 8.0479
H 5.5468 14.4803 9.1162
H 5.1182 13.1739 7.9457
H 3.9943 15.9853 7.8797
H 3.2934 14.4627 8.4622
H 4.3458 14.9619 5.7123
H 2.3308 16.4010 6.3008
H 1.5616 14.8306 6.3019
H 1.2835 15.7892 4.0682
H 2.1153 14.2865 4.0897
H 2.4095 16.1795 1.9253
H 3.5598 14.7763 2.1243
H 4.1015 16.4844 1.9203
C 3.6154 10.9630 5.6699
O 2.8075 10.0851 6.5070
C 2.5318 10.6813 7.7560
C 3.5895 10.3308 8.8611
N 3.0898 10.9019 10.1055
C 4.0308 10.6621 11.2115
C 5.4425 11.4153 11.0175
O 6.2712 10.6664 10.0714
C 7.4417 11.3456 9.7247
H 3.0189 11.8532 5.4699
H 3.8926 10.5190 4.7139
H 4.5397 11.2921 6.1448
H 1.5144 10.3387 7.9447
H 2.3701 11.7560 7.6722
H 4.5327 10.7647 8.5290
H 3.6980 9.2505 8.9579
H 2.2202 10.4847 10.4053
H 4.2202 9.5896 11.2562
H 3.6961 11.0096 12.1889
H 5.9633 11.3504 11.9728
H 5.3534 12.4263 10.6197
H 7.1265 12.1210 9.0264
H 8.1669 10.6745 9.2644
H 7.8046 11.8789 10.6033
C 6.0909 11.1733 15.0138
O 5.8751 10.1293 14.1083
C 6.6337 8.9505 14.5183
C 6.8321 8.0296 13.2988
N 5.5154 7.6345 12.7167
C 5.7026 6.9571 11.4402
C 4.5904 5.8960 11.2701
O 4.6695 5.2109 10.0052
C 3.8148 4.0741 9.7753
H 5.4736 11.0417 15.9025
H 5.7484 12.0219 14.4216
H 7.0935 11.4189 15.3640
H 6.0630 8.4845 15.3216
H 7.6386 9.2171 14.8457
H 7.3296 7.1025 13.5835
H 7.4500 8.6093 12.6131
H 5.1497 8.5740 12.6558
H 6.6069 6.3501 11.4845
H 5.6865 7.6606 10.6078
H 3.5916 6.3262 11.3438
H 4.6376 5.1987 12.1065
H 4.2576 3.2052 10.2621
H 3.6333 3.8331 8.7279
H 2.8423 4.1771 10.2567
C 7.7143 18.8040 14.7290
O 6.9985 18.5047 13.5747
C 5.8210 19.2766 13.4412
C 4.9002 18.6176 12.4420
N 4.1487 17.5560 13.1245
C 3.7174 16.6185 12.0776
C 2.6587 17.1359 11.0802
O 3.3110 17.6698 9.9437
C 2.3171 18.3989 9.1148
H 7.9544 19.8667 14.6973
H 8.6067 18.1989 14.8891
H 7.1596 18.6274 15.6505
H 6.1421 20.2223 13.0044
H 5.3166 19.3839 14.4015
H 5.4548 18.2854 11.5644
H 4.0746 19.2425 12.1014
H 4.6867 17.0477 13.8117
H 3.2671 15.8009 12.6405
H 4.5430 16.1500 11.5418
H 2.0210 17.8377 11.6177
H 2.0047 16.3484 10.7058
H 1.8733 19.3008 9.5365
H 1.4651 17.7626 8.8754
H 2.7926 18.7005 8.1815
C 0.1899 14.7839 1.2532
O -1.0491 14.1172 1.1341
C -0.9500 12.8955 0.4385
C -2.1438 11.9633 0.8141
N -3.3847 12.3655 0.1171
C -4.5519 11.6423 0.6124
C -5.9270 11.9926 -0.0743
O -6.6760 10.7975 0.0635
C -7.9164 10.7392 -0.6691
H 0.6211 15.0323 0.2834
H 0.9660 14.1129 1.6212
H 0.1191 15.6832 1.8649
H -0.0608 12.3311 0.7195
H -0.9571 13.1450 -0.6226
H -2.3670 12.0720 1.8754
H -1.9038 10.9205 0.6063
H -3.4904 13.3660 0.0284
H -4.6771 11.7874 1.6854
H -4.4422 10.5668 0.4738
H -5.7408 12.2778 -1.1097
H -6.4409 12.8268 0.4034
H -8.6489 11.5022 -0.4060
H -8.3562 9.7695 -0.4361
H -7.7613 10.7778 -1.7474
C 12.1757 8.2335 8.2144
O 11.4578 9.4135 7.8455
C 12.3053 10.5203 7.6240
C 11.5875 11.6429 6.9230
N 10.5637 12.3587 7.7392
C 11.0780 13.0798 8.9068
C 12.1816 14.1159 8.5893
O 13.4040 13.4576 9.0910
C 14.5966 14.2306 8.9383
H 12.4663 8.2378 9.2649
H 12.9613 7.8803 7.5465
H 11.4228 7.4507 8.1211
H 13.0532 10.1542 6.9207
H 12.7590 10.8520 8.5579
H 10.9770 11.1711 6.1531
H 12.2768 12.3533 6.4665
H 9.9755 11.6659 8.1797
H 11.4127 12.3480 9.6420
H 10.2663 13.6403 9.3705
H 11.9845 15.0744 9.0694
H 12.2408 14.4751 7.5619
H 14.5456 15.0586 9.6454
H 14.7875 14.5778 7.9228
H 15.4617 13.6692 9.2913